C6H14O | ωB97M-V with the def2-TZVPD basis set

Geometry as ORCA input:
```
! RIJCOSX wB97M-V def2-TZVPD def2/J DEFGRID3
* xyz 0 1
C -1.62511 0.46514 2.20267
O -0.28409 0.76803 1.88580
C 0.44442 -0.16895 1.14537
C 0.43596 -0.10311 -0.58487
C 1.71171 -0.83160 -1.03833
C -0.76868 -0.79949 -1.30506
C 0.41453 1.36970 -0.84243
H -1.69430 -0.44289 2.81767
H -2.22636 0.33173 1.29472
H -2.03091 1.31283 2.77014
H 0.02261 -1.08393 0.84089
H 1.48350 -0.04198 1.45340
H 2.59700 -0.34757 -0.61612
H 1.82358 -0.83319 -2.13336
H 1.72566 -1.88767 -0.72327
H -1.73188 -0.36242 -1.02025
H -0.83065 -1.88604 -1.13396
H -0.68761 -0.67636 -2.40165
H -0.38448 1.79845 -0.22526
H 0.24381 1.62436 -1.88832
H 1.36128 1.79497 -0.49779
*
```

Calculated values
- energy relative to the best compared isomer or geometry (same formula, charge and spin) (kcal/mol) = 51.1
- structure (SMILES) = COCC(C)(C)C
- HOMO-LUMO gap (eV) = 9.64

C2H8N2O | ωB97M-V with the def2-TZVPD basis set

Geometry as ORCA input:
```
! RIJCOSX wB97M-V def2-TZVPD def2/J DEFGRID3
* xyz 1 2
N -0.54690 -1.12851 -0.32080
C -0.16515 0.07339 1.81500
O -0.94300 -0.55783 2.47772
H -1.54473 -1.01768 -0.47270
H -0.38675 -0.86880 0.76925
H 0.94514 -0.03778 1.85912
H -0.38359 1.13704 1.51814
C 0.42250 -0.37069 -0.95636
N 0.33994 1.10685 -1.13143
H 0.60226 -0.74093 -1.99813
H 1.33724 -0.48666 -0.36145
H 0.92477 1.40951 -1.91527
H -0.60174 1.48209 -1.28308
*
```

Calculated values
- energy relative to the best compared isomer or geometry (same formula, charge and spin) (kcal/mol) = 105.0
- expectation value of S² = 0.760
- HOMO-LUMO gap (alpha / beta) (eV) = 10.34 / 5.77

C28H32Cl2NO2PRu | ωB97M-V with the def2-TZVPD basis set

Geometry as ORCA input:
```
! RIJCOSX wB97M-V def2-TZVPD def2/J DEFGRID3
* xyz -2 5
C 0.19765 -1.03307 -3.45682
C 1.00992 0.08937 -3.86731
C 0.21007 1.25752 -3.83307
C 2.43810 0.04152 -4.22639
C -1.12531 0.87293 -3.63203
C -1.16023 -0.54724 -3.30504
C -2.34992 -1.43149 -3.34749
C 0.56374 -2.46575 -3.53419
C 0.67887 2.63364 -4.12852
C -2.31729 1.69316 -3.96724
Ru -0.09828 -0.36626 -1.21060
Cl 2.21756 1.90957 -1.60068
Cl 2.02849 -1.36507 -1.08833
O -1.89898 0.44688 -0.82290
H 2.81817 -0.98721 -4.18600
H 3.00348 0.66090 -3.49819
H 2.60711 0.49258 -5.21874
H 1.60884 2.80906 -3.55621
H -0.06793 3.35862 -3.79205
H 0.86160 2.76362 -5.20184
H -2.18674 2.74544 -3.66466
H -3.21926 1.29157 -3.48226
H -2.49554 1.68387 -5.06073
H -3.20043 -0.93447 -2.86524
H -2.11097 -2.34967 -2.80609
H -2.62109 -1.69224 -4.38312
H 1.58116 -2.59053 -3.14191
H 0.49084 -2.84997 -4.56373
H -0.11897 -3.02051 -2.88493
H -1.80265 1.37575 -1.09113
O -0.89275 -2.08622 -0.60200
H -1.84800 -1.95619 -0.41058
N 0.36846 0.44577 0.30786
P 0.24672 0.17930 1.96174
C -1.32210 -0.63089 2.37901
C -1.38169 -1.86508 3.04671
C -2.61793 -2.46354 3.31261
C -3.79373 -1.76610 3.01730
C -3.75535 -0.50913 2.41776
C -2.52242 0.02803 2.06269
C 1.67179 -0.85845 2.29924
C 1.65658 -2.20806 1.90387
C 2.78798 -3.00596 2.06583
C 3.94249 -2.42638 2.60245
C 4.00599 -1.06907 2.93785
C 2.86516 -0.28315 2.77571
C 0.33515 1.67650 2.92056
C 0.31893 1.50770 4.31896
C 0.34217 2.60800 5.17174
C 0.36208 3.89173 4.60918
C 0.37624 4.07706 3.22137
C 0.37369 2.96546 2.37428
H -0.46006 -2.37021 3.34463
H -2.65610 -3.46733 3.74908
H -4.75491 -2.22200 3.22185
H -4.66160 0.06111 2.21442
H -2.46301 0.95786 1.50955
H 0.75759 -2.61479 1.43839
H 2.73819 -4.06395 1.77870
H 4.81941 -3.05135 2.73635
H 4.92441 -0.62861 3.34693
H 2.87828 0.77450 3.03968
H 0.28773 0.50911 4.74987
H 0.34850 2.47622 6.25872
H 0.37095 4.76627 5.25652
H 0.39770 5.07901 2.78557
H 0.41142 3.05039 1.29299
*
```

Calculated values
- expectation value of S² = 6.043
- HOMO-LUMO gap (alpha / beta) (eV) = 3.19 / 5.69

C11H21BeBr6Cl2F6LiN5O3PS | ωB97M-V with the def2-TZVPD basis set

Geometry as ORCA input:
```
! RIJCOSX wB97M-V def2-TZVPD def2/J DEFGRID3
* xyz 0 1
N 0.32986 -2.33000 0.25289
C 0.43430 -1.08333 0.71829
N -0.66322 -0.58752 1.45343
C -1.58686 0.11000 0.54982
O -1.68278 -0.46316 -0.69776
N -2.52191 -1.63280 -0.62305
O -2.17922 -2.37076 -1.71884
N 1.47104 -0.29826 0.50431
S 2.84051 -0.81904 -0.40082
H -0.25243 -2.87379 0.88602
H 1.21247 -2.82925 0.16313
H -0.33502 0.12994 2.11499
H -2.61247 0.13301 1.02833
H -1.26136 1.16488 0.37550
H 1.42949 0.64401 0.87526
H 2.72347 -0.05729 -1.50918
Br -1.51173 -1.03128 -2.97525
Li -3.09423 1.59714 0.26700
C 6.76076 -2.93077 -0.82475
Br 5.89963 -1.90184 -2.21077
Br 5.67808 -4.43105 -0.28666
Br 8.52345 -3.47142 -1.35222
H 6.86312 -2.28640 0.03634
N -0.70162 0.24931 4.31182
C -0.66929 1.00645 5.40999
C -0.62136 0.48414 6.69259
C -0.60823 -0.89307 6.84774
C -0.64151 -1.69558 5.71748
C -0.68618 -1.07428 4.48263
H -0.68417 2.07727 5.24525
H -0.59535 1.14315 7.54852
H -0.57212 -1.33449 7.83488
H -0.63299 -2.77376 5.79262
H -0.71224 -1.65356 3.56847
Cl -6.81237 4.20368 1.14672
C -5.59359 5.32841 1.83035
C -4.52830 5.65320 0.83980
Cl -3.48264 4.15834 0.48961
H -5.19062 4.86758 2.73231
H -6.09284 6.29478 2.09174
H -3.86102 6.41682 1.23132
H -4.92695 5.99964 -0.10803
F -1.76944 0.21856 -7.07804
P -0.93357 1.48679 -6.43892
F 0.34733 0.86842 -7.26191
F -0.48383 0.36150 -5.26812
F -0.69749 2.46261 -5.11967
F -2.45629 2.11495 -6.44524
F -0.53044 2.79921 -7.33031
C 6.29208 -5.59651 -4.13661
O 6.68503 -4.31458 -4.60822
H 6.05973 -6.21168 -5.00196
H 7.10066 -6.06941 -3.57128
H 5.40175 -5.52332 -3.50418
H 6.89061 -3.77137 -3.84120
Be -0.89841 4.71251 0.61190
Br -5.89538 8.35773 1.45454
Br -3.96387 -2.73443 -2.79259
*
```

Calculated values
- HOMO-LUMO gap (eV) = 2.94

Strongest force on any atom for every record listed, in sequence, given in hartree/bohr: 0.0674; 0.1012; 0.0617; 0.0821.